No. 1
A molecular structure, C24H19N5O3V in a non-equilibrium geometry, computed with ωB97M-V/def2-TZVPD.

The geometry in XYZ format:
```
52
C24H19N5O3V ωB97M-V/def2-TZVPD
V -0.253 -0.202 0.149
O -2.814 -2.437 -1.864
C -2.333 -1.653 -1.103
N -1.077 -1.039 -1.238
C -0.281 -1.355 -2.434
C 1.067 -1.775 -1.928
C 1.929 -2.622 -2.589
C 3.076 -3.045 -1.939
C 3.322 -2.615 -0.642
C 2.438 -1.743 -0.050
N 1.333 -1.303 -0.690
C -2.974 -1.192 0.168
C -4.202 -1.620 0.602
C -4.666 -1.140 1.823
C -3.875 -0.270 2.557
C -2.640 0.104 2.061
N -2.199 -0.340 0.873
H -0.205 -0.477 -3.081
H -0.771 -2.147 -2.997
H 1.684 -2.970 -3.584
H 3.757 -3.730 -2.427
H 4.185 -2.957 -0.088
H 2.602 -1.380 0.953
H -4.764 -2.314 -0.009
H -5.630 -1.452 2.201
H -4.202 0.115 3.512
H -1.992 0.771 2.612
C -2.691 3.319 -3.557
C -3.121 2.482 -2.539
C -2.198 1.856 -1.720
C -0.841 2.075 -1.916
C -0.403 2.928 -2.930
C -1.329 3.540 -3.748
N 0.104 1.444 -1.028
N 1.260 1.902 -1.098
C 2.268 1.580 -0.177
C 3.574 1.871 -0.562
C 4.612 1.722 0.343
C 4.350 1.345 1.656
C 3.047 1.094 2.074
C 2.046 1.190 1.144
H -3.413 3.805 -4.199
H -4.177 2.318 -2.378
H -2.549 1.235 -0.910
H 0.654 3.095 -3.078
H -0.991 4.195 -4.539
H 3.748 2.217 -1.573
H 5.626 1.939 0.037
H 5.160 1.266 2.369
H 2.822 0.826 3.098
O 0.705 1.002 1.511
O 0.381 -0.390 1.783
```

Results
Net charge = +2
Spin multiplicity = 2
Max |F| = 1.32 eV Å⁻¹
Electronic energy = -64460.4926 eV
<S²> = 0.7645

No. 2
A gas-phase ion, C2H5ClO2PS3 (charge -1) in a non-equilibrium geometry, computed with ωB97M-V/def2-TZVPD.

The geometry in XYZ format:
```
14
C2H5ClO2PS3 ωB97M-V/def2-TZVPD
C 0.817 1.337 0.422
C 0.628 0.268 1.331
O -1.079 0.365 -1.838
O -2.827 -1.091 -0.817
P -1.861 0.170 -0.617
S -2.806 1.673 0.282
S -0.164 -2.877 -0.231
S -0.671 -0.834 1.115
Cl 1.885 0.796 -1.106
H 1.329 2.084 1.063
H -0.118 1.698 0.132
H 1.361 0.080 2.115
H -2.471 -1.593 -1.507
H 0.211 -2.085 -1.237
```

Results
Net charge = -1
Spin multiplicity = 1
Max |F| = 3.54 eV Å⁻¹
Energy relative to the best compared isomer or geometry (same formula, charge and spin) = 9.6 kcal per mole

No. 3
2 unconnected molecules or ions with the total composition C3H8O2S in a non-equilibrium geometry, computed with ωB97M-V/def2-TZVPD.

The geometry in XYZ format:
```
14
C3H8O2S ωB97M-V/def2-TZVPD
C 1.496 2.588 2.197
C -0.872 -1.315 -3.124
C 0.472 2.013 1.588
O -1.258 0.408 -1.302
O 0.146 0.711 1.498
S 0.193 -0.214 -1.972
H 1.774 3.581 2.152
H -1.645 -0.062 -0.478
H 2.179 2.075 2.833
H -1.466 -2.005 -2.487
H -0.045 -1.869 -3.628
H -1.533 -0.789 -3.859
H -0.309 2.584 1.034
H 0.702 0.207 2.077
```

Results
Net charge = 0
Spin multiplicity = 1
Max |F| = 3.77 eV Å⁻¹
Energy relative to the best compared isomer or geometry (same formula, charge and spin) = 62.3 kcal per mole
SMILES = C=CO.CSO

No. 4
A molecular structure, C13H22CoN3O5PSe in a non-equilibrium geometry, computed with ωB97M-V/def2-TZVPD.

The geometry in XYZ format:
```
46
C13H22CoN3O5PSe ωB97M-V/def2-TZVPD
Co -0.852 0.445 -0.879
O -1.537 -3.312 -1.124
N -1.353 -2.513 -2.131
O -1.196 -1.263 -1.845
Se -2.772 1.684 -1.544
C -1.830 3.251 -1.399
N -1.265 4.257 -1.329
C -1.130 -3.715 2.442
N -1.001 -2.652 1.369
C 0.454 -2.295 1.171
C -1.944 -1.498 1.585
C -1.227 -0.237 2.031
C -1.086 -0.008 3.415
C -0.464 1.135 3.896
C 0.000 2.066 2.970
C -0.143 1.829 1.592
C -0.718 0.669 1.082
H -0.442 -4.541 2.187
H -2.169 -4.086 2.457
H -0.845 -3.268 3.419
H -1.287 -3.008 0.386
H 0.869 -1.878 2.109
H 0.574 -1.599 0.330
H 0.974 -3.245 0.951
H -2.682 -1.841 2.331
H -2.423 -1.362 0.604
H -1.512 -0.725 4.133
H -0.343 1.272 4.981
H 0.472 3.006 3.302
H 0.194 2.588 0.872
C 2.885 0.472 -0.322
O 2.306 1.459 -1.233
P 0.958 1.120 -2.056
O 0.869 2.364 -3.050
C 1.419 3.706 -2.794
O 1.500 -0.031 -3.027
C 0.857 -0.234 -4.338
H 3.841 0.908 -0.008
H 3.049 -0.486 -0.848
H 2.234 0.320 0.557
H 1.202 4.258 -3.725
H 2.512 3.648 -2.627
H 0.886 4.194 -1.955
H 1.646 -0.080 -5.093
H 0.032 0.486 -4.483
H 0.488 -1.261 -4.364
```

Results
Net charge = +1
Spin multiplicity = 5
Max |F| = 4.06 eV Å⁻¹
Electronic energy = -140797.4705 eV
<S²> = 6.0236

No. 5
2 unconnected molecules or ions with the total composition C5H10O, computed with ωB97M-V/def2-TZVPD.

The geometry in XYZ format:
```
16
C5H10O ωB97M-V/def2-TZVPD
C -1.920 0.560 0.284
C -0.639 -0.269 0.381
C -0.083 -0.494 -1.008
C 0.975 0.296 -1.162
O 1.362 0.978 -0.050
C 0.544 0.483 1.028
H -2.684 0.011 -0.278
H -2.330 0.816 1.267
H -1.706 1.486 -0.262
H -0.833 -1.199 0.930
H 2.031 -1.709 -0.493
H -0.541 -1.108 -1.773
H 1.618 0.447 -2.021
H 2.739 -1.598 -0.299
H 1.167 -0.185 1.636
H 0.240 1.338 1.640
```

Results
Net charge = 0
Spin multiplicity = 1
Max |F| = 0.30 eV Å⁻¹
Energy relative to the best compared isomer or geometry (same formula, charge and spin) = 45.8 kcal per mole
SMILES = C[C@H]1C=COC1.[H][H]

No. 6
13 unconnected molecules or ions with the total composition C6H35NO13 in a non-equilibrium geometry, computed with ωB97M-V/def2-TZVPD.

The geometry in XYZ format:
```
55
C6H35NO13 ωB97M-V/def2-TZVPD
O -2.456 -0.509 -1.617
C -1.535 -1.119 -2.103
C -0.147 -0.926 -1.450
C 1.079 -1.528 -2.047
C 2.210 -1.368 -1.027
C 2.430 -0.317 -0.260
N 3.369 -0.061 0.744
C 3.230 -2.414 -1.095
H -1.689 -1.734 -2.909
H -0.200 -1.059 -0.387
H 0.077 0.137 -1.348
H 0.858 -2.640 -2.004
H 1.344 -0.811 -2.924
H 1.543 0.411 -0.188
H 4.371 -0.348 0.632
H 3.251 0.921 1.039
H 4.106 -2.197 -0.492
H 3.421 -2.518 -2.194
H 2.928 -3.494 -0.757
H -1.611 0.498 -4.623
H -1.829 1.386 -3.521
O -1.098 0.943 -3.968
H 0.330 3.465 -1.167
H 0.307 4.435 0.114
O -0.171 4.085 -0.609
H -1.076 3.399 2.641
H -0.985 2.565 4.024
O -1.191 3.381 3.512
H -2.059 -2.117 3.274
H -3.124 -3.034 2.573
O -2.243 -3.030 2.928
H 0.219 -4.521 1.136
H -0.281 -3.923 2.389
O 0.539 -4.079 1.948
H -0.071 -0.145 1.477
H -1.298 0.092 0.722
O -0.730 0.542 1.357
H -1.948 3.703 -0.990
H -3.034 3.716 -0.072
O -2.828 3.364 -0.884
H -2.302 -0.006 2.684
H -1.108 -0.466 3.165
O -1.973 -0.595 3.425
H 1.966 -1.431 1.802
H 0.682 -2.377 1.692
O 0.953 -1.503 1.947
H 1.416 1.452 4.467
H 1.074 0.262 3.683
O 1.707 0.966 3.757
H -3.860 1.051 -2.317
H -3.366 2.403 -2.428
O -3.702 1.735 -3.003
H 1.153 1.014 -3.585
H 1.697 2.529 -3.881
O 1.658 1.818 -3.281
```

Results
Net charge = +1
Spin multiplicity = 2
Max |F| = 7.00 eV Å⁻¹
Energy relative to the best compared isomer or geometry (same formula, charge and spin) = 32.3 kcal per mole
<S²> = 0.7569

No. 7
A molecular structure, C33H43Br2IrN2O4P in a non-equilibrium geometry, computed with ωB97M-V/def2-TZVPD.

The geometry in XYZ format:
```
86
C33H43Br2IrN2O4P ωB97M-V/def2-TZVPD
Ir -0.235 0.010 0.151
O 0.030 3.669 -2.017
C 1.005 4.369 -1.401
C 1.225 5.686 -1.805
C 2.171 6.463 -1.166
C 2.926 5.950 -0.117
C 2.737 4.638 0.276
C 1.804 3.835 -0.368
C 1.619 2.394 0.076
O 0.303 2.026 0.136
N 2.324 1.509 -0.838
N 1.896 0.256 -0.934
C 2.591 -0.632 -1.549
C 2.207 -2.006 -1.654
Br 0.387 -2.331 -1.225
C 3.078 -2.998 -1.910
C 2.849 -4.431 -1.875
C 3.829 -5.225 -1.262
C 3.598 -6.568 -1.035
C 2.419 -7.155 -1.476
C 1.487 -6.397 -2.173
C 1.691 -5.044 -2.370
H -0.162 2.877 -1.503
H 0.607 6.081 -2.600
H 2.317 7.488 -1.479
H 3.634 6.574 0.409
H 3.309 4.228 1.101
H 2.100 2.295 1.067
H 3.228 1.775 -1.203
H 3.556 -0.369 -1.977
H 4.110 -2.686 -2.046
H 4.746 -4.761 -0.920
H 4.347 -7.163 -0.530
H 2.235 -8.205 -1.291
H 0.603 -6.869 -2.581
H 0.988 -4.469 -2.957
C -5.690 -2.518 5.290
C -4.235 -3.033 5.297
C -3.528 -2.489 6.541
C -4.259 -4.574 5.375
C -3.561 -2.621 4.013
C -2.354 -1.887 4.004
C -1.788 -1.561 2.817
Br -0.081 -0.697 2.777
C -2.345 -1.897 1.532
O -1.770 -1.566 0.461
C -3.592 -2.669 1.551
C -4.121 -2.992 2.773
C -4.273 -3.057 0.244
C -5.550 -3.862 0.493
C -3.328 -3.917 -0.619
C -4.655 -1.769 -0.520
H -6.168 -2.788 6.231
H -6.273 -2.958 4.481
H -5.719 -1.432 5.189
H -4.069 -2.815 7.427
H -3.506 -1.398 6.546
H -2.508 -2.868 6.622
H -4.758 -4.871 6.297
H -3.247 -4.979 5.385
H -4.802 -5.016 4.539
H -1.861 -1.606 4.924
H -5.031 -3.573 2.786
H -5.334 -4.807 0.993
H -6.013 -4.094 -0.465
H -6.276 -3.297 1.080
H -3.030 -4.820 -0.083
H -2.438 -3.368 -0.903
H -3.847 -4.212 -1.531
H -5.353 -1.170 0.068
H -5.138 -2.042 -1.458
H -3.781 -1.165 -0.746
C -4.241 2.071 2.072
P -2.517 2.296 1.586
C -1.555 2.668 3.071
C -2.427 3.742 0.514
O -2.072 1.016 0.904
H -4.603 2.939 2.622
H -4.317 1.179 2.695
H -4.840 1.929 1.174
H -1.887 3.605 3.517
H -0.506 2.752 2.789
H -1.672 1.863 3.797
H -2.861 4.615 0.999
H -2.969 3.533 -0.408
H -1.383 3.946 0.275
```

Results
Net charge = +2
Spin multiplicity = 2
Max |F| = 4.42 eV Å⁻¹
Energy relative to the best compared isomer or geometry (same formula, charge and spin) = 96.1 kcal per mole
<S²> = 0.7638

No. 8
C16H31NO3S in the gas phase, computed with ωB97M-V/def2-TZVPD.

The geometry in XYZ format:
```
52
C16H31NO3S ωB97M-V/def2-TZVPD
C 6.769 0.183 -0.782
C 6.324 -0.947 0.140
C 4.878 -1.383 -0.094
C 3.854 -0.315 0.284
C 2.423 -0.835 0.159
C 1.365 0.186 0.582
C 1.190 1.317 -0.431
C 0.211 2.398 0.030
C -1.210 1.869 0.206
C -2.213 2.982 0.500
C -3.582 2.442 0.938
C -4.149 1.510 -0.114
O -4.806 1.877 -1.064
N -3.859 0.200 0.110
H -3.181 -0.046 0.820
C -4.135 -0.825 -0.868
C -2.837 -1.466 -1.330
H -2.971 -2.167 -2.146
H -2.052 -0.751 -1.552
S -2.396 -2.402 0.171
O -1.699 -3.619 -0.130
O -1.771 -1.499 1.108
C -4.110 -2.724 0.731
C -4.978 -1.961 -0.255
H -5.312 -2.618 -1.058
H -5.859 -1.540 0.230
H -4.186 -2.347 1.746
H -4.270 -3.796 0.717
H -4.682 -0.335 -1.683
H -4.272 3.277 1.063
H -3.483 1.913 1.887
H -2.344 3.600 -0.391
H -1.825 3.621 1.296
H -1.506 1.356 -0.712
H -1.220 1.141 1.019
H 0.201 3.203 -0.710
H 0.560 2.822 0.974
H 2.157 1.790 -0.616
H 0.843 0.899 -1.380
H 1.646 0.611 1.549
H 0.418 -0.339 0.713
H 2.236 -1.141 -0.873
H 2.317 -1.723 0.786
H 3.984 0.555 -0.361
H 4.031 0.003 1.315
H 4.683 -2.280 0.500
H 4.748 -1.652 -1.145
H 6.978 -1.808 -0.020
H 6.442 -0.633 1.180
H 6.618 -0.094 -1.823
H 6.209 1.093 -0.582
H 7.826 0.397 -0.634
```

Results
Net charge = 0
Spin multiplicity = 1
Max |F| = 0.77 eV Å⁻¹
Energy relative to the best compared isomer or geometry (same formula, charge and spin) = 0.6 kcal per mole
SMILES = CCCCCCCCCCCC(=O)N[C@@H]1CCS(=O)(=O)C1

No. 9
C3H4ClFS in the gas phase in a non-equilibrium geometry, computed with ωB97M-V/def2-TZVPD.

The geometry in XYZ format:
```
10
C3H4ClFS ωB97M-V/def2-TZVPD
C 1.207 0.265 0.918
C 0.029 1.095 0.458
C -1.076 0.474 0.027
H 2.946 0.858 -0.698
H 0.802 -0.679 1.226
H 1.793 0.786 1.699
H 0.062 2.141 0.520
F -2.040 1.158 -0.564
S 2.231 -0.271 -0.472
Cl -1.406 -1.187 0.086
```

Results
Net charge = 0
Spin multiplicity = 1
Max |F| = 2.43 eV Å⁻¹
Energy relative to the best compared isomer or geometry (same formula, charge and spin) = 13.2 kcal per mole
SMILES = F/C(Cl)=C/CS

No. 10
A molecular structure, C25H30F4FeN4 in a non-equilibrium geometry, computed with ωB97M-V/def2-TZVPD.

The geometry in XYZ format:
```
64
C25H30F4FeN4 ωB97M-V/def2-TZVPD
Fe 9.465 11.575 12.025
C 12.152 11.639 13.497
N 11.538 10.990 12.285
C 12.357 11.290 11.107
C 11.553 9.473 12.461
C 10.349 8.959 13.228
N 9.136 9.628 12.777
C 7.961 8.962 13.043
C 6.754 9.458 12.474
F 6.837 10.527 11.612
C 5.541 8.847 12.666
F 4.418 9.360 12.078
C 5.422 7.652 13.381
C 6.554 7.051 13.910
F 6.415 5.867 14.563
C 7.741 7.764 13.808
F 8.749 7.390 14.686
H 13.246 11.500 13.570
H 11.679 11.259 14.424
H 11.963 12.710 13.489
H 13.353 10.724 11.160
H 12.563 12.349 10.956
H 11.833 10.923 10.200
H 12.482 9.120 12.896
H 11.445 9.093 11.395
H 10.602 9.131 14.251
H 10.253 7.861 13.091
H 4.425 7.188 13.514
C 8.855 11.788 15.488
N 8.831 12.736 14.384
C 9.682 13.895 14.796
C 7.538 13.213 13.960
C 7.738 13.858 12.606
C 7.437 15.222 12.312
C 7.528 15.723 10.988
C 7.869 14.876 9.976
C 8.099 13.443 10.218
C 8.380 13.113 11.692
H 8.614 12.205 16.477
H 9.869 11.362 15.534
H 8.141 10.941 15.241
H 9.451 14.249 15.798
H 9.482 14.758 14.136
H 10.770 13.605 14.634
H 7.124 13.942 14.671
H 6.869 12.403 13.951
H 7.128 15.906 13.118
H 7.410 16.804 10.795
H 7.847 15.277 8.898
H 7.089 12.978 10.031
C 8.687 11.377 5.755
C 8.823 11.455 7.255
C 9.079 10.263 7.967
C 9.350 10.302 9.314
N 9.386 11.430 10.010
C 9.154 12.771 9.388
C 8.728 12.662 7.947
H 7.950 10.639 5.430
H 9.665 11.111 5.326
H 8.528 12.385 5.397
H 8.923 9.313 7.487
H 9.406 9.332 9.894
H 10.086 13.318 9.459
H 8.371 13.655 7.519
```

Results
Net charge = 0
Spin multiplicity = 5
Max |F| = 2.71 eV Å⁻¹
Electronic energy = -77622.5825 eV
<S²> = 6.2838

No. 11
2 unconnected molecules or ions with the total composition C19H17BF4NO in a non-equilibrium geometry, computed with ωB97M-V/def2-TZVPD.

The geometry in XYZ format:
```
43
C19H17BF4NO ωB97M-V/def2-TZVPD
F 2.147 -1.181 -2.765
C 1.828 0.061 -2.253
C 2.832 0.993 -2.073
C 2.461 2.223 -1.563
F 3.426 3.177 -1.351
C 1.138 2.514 -1.253
C 0.122 1.572 -1.426
C -1.215 2.050 -0.890
C -2.544 1.629 -1.462
C -3.576 2.515 -1.131
C -4.888 2.213 -1.422
F -5.874 3.123 -1.142
C -5.253 1.013 -2.025
C -4.217 0.129 -2.327
F -4.531 -1.063 -2.941
C -2.877 0.418 -2.084
C 0.479 0.310 -1.945
H 3.859 0.760 -2.346
H 0.896 3.462 -0.782
H -1.191 3.153 -0.813
H -3.339 3.404 -0.552
H -6.268 0.788 -2.307
H -2.119 -0.339 -2.283
H -0.250 -0.491 -2.025
C 4.652 -2.813 1.560
O 3.623 -3.132 2.507
C 2.445 -2.471 2.442
C 1.482 -2.882 3.387
C 0.270 -2.263 3.419
N 0.024 -1.232 2.549
B -1.294 -0.656 2.643
H -1.242 1.806 0.172
C 0.917 -0.823 1.624
C 2.143 -1.419 1.530
H 5.464 -3.483 1.818
H 4.297 -3.013 0.549
H 4.955 -1.774 1.683
H 1.718 -3.682 4.093
H -0.515 -2.566 4.112
H -2.073 -1.252 1.984
H -1.337 0.295 3.336
H 0.584 -0.015 0.974
H 2.838 -1.060 0.777
```

Results
Net charge = +1
Spin multiplicity = 1
Max |F| = 1.98 eV Å⁻¹
Electronic energy = -35054.8425 eV